No. 1
The following is a quantum chemistry calculation of one molecule with the formula C14H14N4O at a distorted geometry, from OMol25.

Energy relative to the best compared isomer or geometry (same formula, charge and spin) ... 0.0 kcal/mol
Charge ... 0
Electronic energy ... -836.0818 a.u.
2S+1 ... 1

Last column: Mulliken charge in e.
Element x y z (Å)
N1 -0.4330 1.2110 4.5348  -0.59
N2 -1.2532 -0.5257 3.0364  -0.73
O1 0.1799 3.1979 3.5383  -0.39
C1 0.2520 3.5991 2.1752  -0.88
C2 -0.2500 2.6163 1.2891  0.60
C3 -0.8176 -0.0131 4.2378  -0.38
C4 -0.2743 1.9441 3.4656  0.00
C5 -1.1006 0.2888 1.9861  0.23
C6 0.5106 -0.3162 -0.4137  -0.10
C7 -1.4514 -1.5285 -1.1037  -0.63
C8 1.2637 -0.7849 -1.4662  -1.01
C9 -0.7225 -2.0456 -2.1747  -0.64
C10 -0.5896 1.5502 2.1627  1.33
C11 -0.7908 -0.7252 -0.1970  0.59
C12 0.6331 -1.7247 -2.3346  1.02
N3 -1.5373 -0.2390 0.8242  -0.10
N4 1.2566 -2.2492 -3.4503  -0.40
C13 -0.6236 2.9598 -0.1229  -1.41
C14 2.4633 -3.0135 -3.3340  -0.81
H1 0.3913 4.5238 1.7377  0.50
H2 -0.8799 -0.7049 5.0365  0.44
H3 0.8710 0.5800 0.1245  0.30
H4 -2.5074 -1.7881 -0.9021  0.30
H5 2.3258 -0.4754 -1.6547  0.18
H6 -1.2051 -2.8051 -2.8239  0.22
H7 -2.3080 -0.7563 0.9789  0.21
H8 0.5457 -2.5900 -4.0199  0.21
H9 0.2372 2.8604 -0.6857  0.43
H10 -1.5617 2.3855 -0.5373  0.23
H11 -0.8186 4.0251 -0.2010  0.46
H12 2.6607 -3.6468 -4.1730  0.35
H13 2.3123 -3.6580 -2.4440  0.27
H14 3.2218 -2.1519 -3.0892  0.18

No. 2
The following is a quantum chemistry calculation of C26H25BrF6N4O5PRuS as an isolated structure at a distorted geometry, from OMol25.

Charge ... +1
Electronic energy ... -5608.6135 a.u.
2S+1 ... 1

Last column: Mulliken charge in e.
Element x y z (Å)
Ru1 0.2727 0.0359 -0.3612  1.95
C1 -2.4423 1.4255 -1.4964  -1.17
N1 -1.0391 1.7248 -1.7500  0.86
C2 -0.6744 3.1024 -1.4112  -1.58
C3 -0.0270 3.2434 -0.0494  0.52
C4 0.4172 4.4815 0.4001  -1.14
C5 0.9707 4.5728 1.6672  -0.48
C6 1.0147 3.4414 2.4625  -1.33
C7 0.5647 2.2391 1.9376  -0.21
N2 0.0847 2.1528 0.7032  0.80
C8 -0.6210 1.3725 -3.1066  -1.24
C9 0.8731 1.1978 -3.1109  0.57
C10 1.6405 1.5004 -4.2232  -1.07
C11 3.0143 1.3098 -4.1719  -0.58
C12 3.5663 0.8700 -2.9817  -0.84
C13 2.7395 0.6252 -1.9008  -0.47
N3 1.4156 0.7616 -1.9642  1.30
C14 -2.6837 -0.0572 -1.5653  0.62
C15 -3.9268 -0.5938 -1.8707  -1.18
C16 -4.0762 -1.9721 -1.8872  -0.56
C17 -2.9753 -2.7697 -1.6198  -0.93
C18 -1.7664 -2.1609 -1.3171  -0.79
N4 -1.6391 -0.8419 -1.2953  1.09
H1 -3.0998 1.9580 -2.1984  0.50
H2 -2.6781 1.7417 -0.4740  0.61
H3 -1.5634 3.7481 -1.4420  0.56
H4 0.0313 3.4889 -2.1532  0.47
H5 0.3472 5.3516 -0.2360  0.53
H6 1.3531 5.5160 2.0277  0.45
H7 1.4168 3.4697 3.4601  0.51
H8 0.5884 1.3310 2.5240  0.71
H9 -0.9194 2.1388 -3.8368  0.59
H10 -1.0831 0.4236 -3.4031  0.47
H11 1.1658 1.8908 -5.1104  0.54
H12 3.6310 1.5242 -5.0305  0.46
H13 4.6262 0.7181 -2.8760  0.52
H14 3.1440 0.2854 -0.9574  0.16
H15 -4.7541 0.0602 -2.0965  0.54
H16 -5.0363 -2.4121 -2.1077  0.47
H17 -3.0360 -3.8452 -1.6511  0.55
H18 -0.8881 -2.7561 -1.1027  0.43
Br1 -2.5955 -3.4309 7.1198  -0.17
C19 -2.3461 -2.5441 5.4573  0.12
C20 -1.0603 -2.4193 4.9415  -0.80
C21 -0.8832 -1.7669 3.7379  -0.13
C22 -1.9848 -1.2322 3.0675  0.29
C23 -3.2703 -1.3743 3.5940  -0.59
C24 -3.4561 -2.0270 4.7942  -0.61
C25 -1.7809 -0.4857 1.7903  -0.05
O1 -2.6612 0.1845 1.2634  -0.58
O2 -0.6074 -0.6054 1.2768  -0.46
H19 -0.2160 -2.8230 5.4782  0.47
H20 0.1091 -1.6357 3.3345  0.27
H21 -4.1103 -0.9577 3.0614  0.48
H22 -4.4424 -2.1325 5.2212  0.45
F1 1.0375 -1.8637 -1.8021  -0.61
P1 2.1594 -3.1934 -1.7089  1.34
F2 2.0436 -3.1444 -0.1027  -0.39
F3 0.8694 -4.1638 -1.7312  -0.39
F4 3.3295 -2.0673 -1.6616  -0.34
F5 3.2039 -4.3757 -1.6580  -0.31
F6 2.1631 -3.1299 -3.3087  -0.39
C26 4.1155 -1.1243 1.7901  -1.14
S1 2.6054 -0.1670 1.6373  1.22
O3 2.9150 1.2245 1.3667  -0.73
O4 1.7649 -0.3862 2.7930  -0.61
O5 1.9780 -0.7407 0.3976  0.31
H23 4.6040 -0.8501 2.7158  0.44
H24 4.7345 -0.8907 0.9330  0.36
H25 3.8316 -2.1698 1.7803  0.34

No. 3
The following is a quantum chemistry calculation of C3H9O7PS3 as an isolated structure at a distorted geometry, from OMol25.

Energy relative to the best compared isomer or geometry (same formula, charge and spin) ... 32.3 kcal/mol
Charge ... 0
Electronic energy ... -2182.1702 a.u.
2S+1 ... 1

Last column: Mulliken charge in e.
Element x y z (Å)
C1 -1.3233 -1.7587 1.6835  -0.92
C2 3.8476 0.1726 0.2422  -0.99
C3 -0.2961 1.9406 -1.6573  -0.96
O1 -3.3744 2.2424 -0.4252  -0.46
O2 -3.1212 -0.6044 -0.0999  -0.55
O3 -2.1797 -2.7468 -0.5750  -0.57
O4 1.8350 -1.3951 0.5969  -0.56
O5 1.4942 0.2718 -1.1630  -0.38
O6 -0.6928 -0.7203 -0.7647  -0.22
O7 -1.3739 1.0900 0.6199  -0.33
P1 -3.0790 1.4157 0.7222  0.31
S1 -1.9081 -1.4805 -0.0378  1.14
S2 2.4930 -0.8574 -0.6073  0.52
S3 -0.0352 0.7125 -0.2621  0.80
H1 -0.9372 -0.9342 2.1368  0.40
H2 -2.1238 -2.3660 2.1830  0.35
H3 -0.5059 -2.5289 1.5005  0.31
H4 4.0938 1.1621 -0.2934  0.33
H5 3.5096 0.6082 1.0680  0.35
H6 4.8006 -0.3574 0.3662  0.31
H7 -1.1901 1.4780 -2.0424  0.29
H8 -0.5039 2.8316 -1.0246  0.35
H9 0.5708 1.8243 -2.1663  0.47

No. 4
The following is a quantum chemistry calculation of a 7-piece molecular cluster, C23H60BClIN2O10PS2 overall at a distorted geometry, from OMol25.

Charge ... 0
Electronic energy ... -3694.4843 a.u.
2S+1 ... 1

Last column: Mulliken charge in e.
Element x y z (Å)
C1 0.4645 4.7121 -2.1794  -0.74
C2 0.3264 4.0083 -3.4029  -0.65
C3 0.2132 2.4399 -3.5359  -0.53
C4 -0.7772 1.7984 -2.4874  -0.93
O1 -0.2999 1.2376 -1.2887  1.61
C5 0.8464 0.3930 -1.2145  0.00
P1 2.3075 1.6198 -0.9836  0.21
S1 3.6673 1.1218 0.2848  -0.38
C6 1.1023 -0.5707 -2.4265  -0.93
I1 3.2274 -1.0208 -2.8366  0.12
C7 0.3986 -1.9815 -2.3603  0.40
C8 0.1220 -2.5735 -3.8129  -1.51
C9 0.5389 -0.3607 0.1716  2.75
C10 1.6056 -1.4581 0.5686  -1.43
C11 0.9999 -2.9293 0.6875  -1.16
C12 1.4231 -3.5659 2.0770  -0.61
S2 0.3969 -5.0651 2.4221  -0.30
O2 0.5382 0.6184 1.1590  -0.11
C13 -0.6190 0.9446 1.9142  1.98
C14 -0.2183 0.6824 3.4174  -0.48
C15 -1.1639 1.2345 4.5183  -1.23
N1 -2.2742 0.3010 4.9149  -0.44
C16 -0.6475 2.5416 1.7781  -1.26
C17 0.7137 3.2396 2.0766  0.07
C18 0.6300 4.7933 1.7532  -0.74
O3 1.9428 5.2294 1.3902  -0.58
C19 -2.0125 0.4676 1.4339  1.10
Cl1 -3.4439 1.3945 2.1602  -0.21
C20 -2.4295 -1.0332 1.4654  -0.28
C21 -1.8556 -1.9844 2.5468  -0.27
B1 -1.8883 0.9249 -3.3097  0.68
O4 -1.5385 -0.1199 -4.2163  -0.61
N2 -3.3412 1.2621 -3.1619  -0.10
C22 -4.0798 0.8541 -4.3826  -1.02
C23 -3.9259 0.6119 -1.9660  -0.85
H1 -0.3425 5.2283 -1.6267  0.27
H2 1.4980 4.7990 -1.7610  0.35
H3 0.2493 4.6071 -4.3374  0.33
H4 -0.2599 2.2925 -4.5411  0.49
H5 1.2060 1.9361 -3.6076  0.28
H6 -1.3962 2.6853 -2.1727  0.11
H7 2.8975 1.9449 -2.2540  0.31
H8 1.7235 2.8629 -0.5624  -0.27
H9 0.7840 -0.1641 -3.4146  0.90
H10 1.1508 -2.6784 -1.9289  0.25
H11 -0.5674 -1.9910 -1.8163  -0.16
H12 0.1585 -1.7925 -4.5995  0.31
H13 -0.8212 -3.1561 -3.7904  0.25
H14 0.9309 -3.3025 -4.0645  0.41
H15 -0.3888 -0.9190 -0.0685  -2.06
H16 2.5452 -1.4320 -0.0139  0.15
H17 1.9125 -1.2226 1.6190  0.45
H18 -0.1046 -2.9293 0.5930  0.47
H19 1.5037 -3.5726 -0.0745  0.62
H20 1.2163 -2.8124 2.8667  0.23
H21 2.5093 -3.7867 2.0902  0.42
H22 -0.2037 -5.3184 1.2035  0.14
H23 -0.0570 -0.4005 3.6446  -0.14
H24 0.7843 1.1179 3.6191  0.35
H25 -1.6214 2.2258 4.3294  0.24
H26 -0.5406 1.3602 5.4399  0.40
H27 -2.1489 0.0839 5.9028  0.26
H28 -3.1344 0.8478 4.8976  0.21
H29 -0.9209 2.7598 0.7115  0.42
H30 -1.3966 3.0275 2.4298  0.47
H31 0.8650 3.1976 3.1861  0.38
H32 1.6219 2.8001 1.6265  -0.24
H33 0.3947 5.3164 2.7108  0.39
H34 -0.1555 5.0271 1.0023  0.22
H35 1.9974 5.3107 0.4359  0.29
H36 -2.0763 0.7724 0.3587  -1.28
H37 -3.5424 -1.0933 1.5442  0.74
H38 -2.2262 -1.5054 0.4655  -0.10
H39 -0.7477 -1.9961 2.4916  -0.60
H40 -2.2452 -1.8308 3.5738  0.12
H41 -2.1777 -3.0204 2.2786  0.39
H42 -1.9278 -0.9310 -3.8396  -0.08
H43 -3.5243 1.1261 -5.3106  0.29
H44 -5.0658 1.3733 -4.4606  0.31
H45 -4.2895 -0.2371 -4.4074  0.34
H46 -5.0371 0.7020 -2.0648  0.41
H47 -3.6560 1.2252 -1.0798  0.24
H48 -3.6920 -0.4732 -1.8617  0.20
O5 6.0437 -0.3147 2.7587  -0.64
H49 6.3959 -1.0903 2.3066  0.29
H50 5.5852 0.1688 2.0642  0.33
O6 1.9686 0.5324 5.5670  -0.57
H51 2.7495 0.9241 5.1597  0.29
H52 2.2988 -0.2743 5.9741  0.28
O7 5.8308 -3.1939 1.5324  -0.58
H53 5.3319 -3.7620 0.9382  0.30
H54 6.5321 -3.7630 1.8656  0.29
O8 5.9214 -2.4360 -5.1802  -0.61
H55 5.4584 -2.5409 -4.3434  0.28
H56 5.6154 -1.5863 -5.5119  0.32
O9 -4.0325 -3.8698 3.7905  -0.62
H57 -3.7137 -3.6548 4.6726  0.31
H58 -3.9902 -4.8303 3.7543  0.30
O10 -3.4707 -2.5107 -4.3050  -0.60
H59 -2.9443 -2.4642 -5.1122  0.30
H60 -4.1853 -3.1156 -4.5281  0.27